1.
Here is a 2-piece molecular cluster, C6H10O overall from the Open Molecules 2025 dataset. Energies are from ωB97M-V/def2-TZVPD.

Geometry as XYZ:
```
17
Properties=species:S:1:pos:R:3:lowdin_charge:R:1
C -1.2305 0.7590 -0.2552 -0.115
C -0.1400 1.5002 -0.4501 -0.054
C 1.2249 0.9075 -0.3809 -0.223
O 1.5357 0.1964 0.8404 -0.070
C 1.3610 -0.5528 -0.3452 -0.266
C 0.1183 -1.4020 -0.5240 -0.127
C -1.2062 -0.7365 -0.0945 -0.191
H -2.2069 1.2413 -0.1900 0.106
H -0.2149 2.5702 -0.6272 0.102
H 2.0663 1.5093 -0.7214 0.139
H 2.2868 -1.0138 -0.6997 0.144
H 0.2324 -2.3655 -0.0113 0.115
H 0.0779 -1.6314 -1.5977 0.119
H -1.4491 -0.9987 0.9429 0.100
H -2.0184 -1.1504 -0.7055 0.110
H 0.0983 0.4760 2.2421 0.048
H -0.5356 0.6913 2.5773 0.062
```

Summary:
Electronic energy: -8429.1622 eV
SMILES: C1=C[C@H]2O[C@H]2CC1.[H][H]
Relative energy (zero: lowest compared OMol25 entry of this formula, charge and spin): 200.51 kJ/mol
Orbital gap: 10.35 eV

***

2.
Here is an isolated molecule of C6H10O from the Open Molecules 2025 dataset. Energies are from ωB97M-V/def2-TZVPD.

Geometry as XYZ:
```
17
Properties=species:S:1:pos:R:3:lowdin_charge:R:1
C 0.7912 1.8529 -0.3936 -0.043
C 0.5814 0.3913 -0.1508 -0.257
C 1.2468 -0.6344 -0.6694 -0.018
C 0.7340 -1.9258 -0.1023 -0.191
O -0.2402 -1.5435 0.8570 -0.099
C -0.4708 -0.1387 0.7997 -0.354
C -1.9061 0.1222 0.3514 -0.032
H -0.0794 2.3155 -0.8742 0.080
H 0.9561 2.3838 0.5525 0.084
H 1.6623 2.0224 -1.0336 0.079
H 2.0544 -0.5767 -1.3935 0.115
H 1.5223 -2.5097 0.3937 0.119
H 0.2791 -2.5715 -0.8700 0.119
H -0.3281 0.2786 1.8098 0.150
H -2.1447 1.1921 0.3572 0.078
H -2.0590 -0.2693 -0.6604 0.090
H -2.5991 -0.3894 1.0264 0.080
```

Summary:
Electronic energy: -8430.9543 eV
SMILES: CC1=CCO[C@@H]1C
Relative energy (zero: lowest compared OMol25 entry of this formula, charge and spin): 27.60 kJ/mol
Orbital gap: 9.91 eV

***

3.
Here is an isolated molecule of C6H10O from the Open Molecules 2025 dataset. Energies are from ωB97M-V/def2-TZVPD.

Geometry as XYZ:
```
17
Properties=species:S:1:pos:R:3:lowdin_charge:R:1
C 0.0306 -1.9553 0.7342 -0.027
C -0.0207 -0.5274 0.2559 -0.431
C 0.9349 0.0673 -0.8086 -0.043
C -0.0882 1.1742 -0.4848 -0.491
O -0.2128 2.4200 -1.0747 0.034
C 0.0970 0.8231 1.0171 -0.031
C -1.1895 0.1112 -0.5357 -0.039
H 1.0354 -2.2357 1.0679 0.078
H -0.6735 -2.1595 1.5477 0.078
H -0.2338 -2.6107 -0.1046 0.081
H 0.8860 -0.3780 -1.8076 0.115
H 1.9697 0.2419 -0.4876 0.113
H 0.6383 2.8771 -0.9839 0.108
H -0.7332 1.0947 1.6791 0.112
H 1.0687 1.0614 1.4670 0.110
H -2.1015 0.3344 0.0293 0.117
H -1.4075 -0.3389 -1.5105 0.118
```

Summary:
Electronic energy: -8429.7121 eV
Relative energy (zero: lowest compared OMol25 entry of this formula, charge and spin): 147.46 kJ/mol
Orbital gap: 10.73 eV